# 1
Formula: C23H78N2O16
Source: OMol25
Level of theory: ωB97M-V with the def2-TZVPD basis set

The geometry in XYZ format:
```
119
Properties=species:S:1:pos:R:3:forces:R:3
C -11.3847 -14.7055 18.0734 0.09 0.97 1.20
C -11.4959 -14.0296 16.7255 0.30 -3.12 0.83
O -11.0046 -12.7306 16.7045 0.13 -0.44 0.03
H -12.1837 -15.4393 18.0621 0.19 -0.42 0.41
H -11.5769 -13.9832 18.9067 0.08 -0.66 -0.57
H -10.4054 -15.1685 18.2217 -0.19 0.02 0.19
H -12.5722 -14.1309 16.5536 0.12 0.68 -0.93
H -10.9039 -14.7950 16.1168 -0.86 1.40 -0.36
H -11.3093 -12.4606 15.8530 -0.07 1.42 -1.10
C -9.2830 -9.9848 15.1136 -0.58 1.06 -0.22
C -9.0367 -9.5349 13.6722 -0.20 -0.73 1.07
O -8.4215 -10.6295 12.9433 0.07 0.83 1.33
H -9.6573 -10.9991 15.2116 0.27 -0.10 -0.09
H -9.8789 -9.3175 15.7734 -0.28 -0.19 -1.07
H -8.3437 -9.8055 15.5098 2.04 -0.80 1.48
H -8.4568 -8.6153 13.6346 0.32 -0.15 -0.06
H -9.9811 -9.3135 13.2807 -1.46 0.30 -1.42
H -7.7105 -10.2936 12.3921 0.36 0.26 -0.36
C -6.7529 -7.6054 9.9867 1.14 -0.31 -0.84
C -6.8247 -9.1133 9.6643 -0.29 0.92 1.22
O -6.7238 -9.9242 10.8287 0.63 -0.67 0.63
H -7.5778 -7.0728 10.4504 -0.14 -0.77 0.85
H -6.7979 -7.1447 9.0345 0.03 0.47 -1.48
H -5.7541 -7.2564 10.3270 -0.73 -0.58 0.36
H -6.0945 -9.4582 8.9515 0.54 0.44 -0.32
H -7.7758 -9.4193 9.3114 -0.85 0.61 -1.44
H -6.5234 -10.8018 10.4778 0.09 -0.11 0.50
C -5.7610 -9.5301 16.7697 -1.01 -1.17 1.19
C -5.9473 -10.9574 16.2914 0.79 -0.95 0.27
O -5.1404 -11.7589 17.1298 1.30 -0.01 0.23
H -6.3309 -9.0145 16.0450 -0.59 1.68 -0.29
H -4.7724 -9.1244 16.9331 0.44 -0.28 -0.66
H -6.2255 -9.5208 17.8034 0.17 0.32 -1.26
H -5.7892 -11.2684 15.1982 -0.08 1.05 1.21
H -6.9167 -11.3072 16.6154 -1.00 0.62 -0.86
H -5.4519 -12.6314 16.9523 0.07 -1.12 0.03
C -13.5485 -8.2829 12.4837 -0.19 0.03 -0.26
C -14.1846 -9.0006 11.3347 0.74 -0.21 -1.40
O -13.4270 -8.8208 10.0942 -3.23 2.94 1.30
H -14.2490 -8.3907 13.2888 -0.46 0.55 0.72
H -13.4238 -7.2522 12.1441 0.16 0.02 0.60
H -12.6422 -8.7369 12.8740 0.45 0.05 -0.48
H -15.2414 -8.6441 11.2747 0.85 -0.18 -0.66
H -14.1996 -10.0608 11.5172 -0.28 -0.59 0.17
H -12.7904 -9.4860 10.0401 1.79 -2.57 -0.29
C -8.6146 -13.8574 14.0886 0.28 -1.50 1.22
C -7.9782 -14.0020 15.5456 -2.45 1.74 -1.70
O -6.5938 -14.0434 15.4257 0.46 -0.27 0.42
H -8.4644 -14.8980 13.6860 -0.60 1.02 -0.03
H -8.2731 -13.1516 13.3028 0.20 -0.08 1.19
H -9.6586 -13.6694 14.3743 -0.09 -0.18 -0.79
H -8.4747 -14.8974 15.9438 0.67 -0.30 -0.06
H -8.3701 -13.2026 16.2302 0.73 -0.17 -0.62
H -6.3235 -14.5079 16.2110 0.83 -0.39 0.38
C -11.7424 -5.0730 12.0452 0.03 -0.36 1.84
C -10.8103 -6.0356 11.2791 -2.74 0.10 -1.72
O -9.8424 -6.5849 12.0808 0.86 -0.99 0.85
H -11.2108 -4.1231 12.3940 -0.82 -1.00 -0.98
H -12.1137 -5.5194 13.0449 0.65 0.30 -1.72
H -12.6625 -4.9421 11.4611 0.38 0.62 0.06
H -10.4455 -5.5127 10.3630 0.26 -0.25 0.69
H -11.3954 -6.9107 10.8532 0.26 1.02 0.59
H -9.0474 -6.0914 11.9729 1.01 0.54 0.22
C -10.6313 -10.7671 10.5278 -8.93 -4.66 -3.68
O -11.8586 -10.9860 9.7871 5.91 1.44 3.75
N -9.8028 -9.8648 10.2732 0.94 6.18 -2.86
N -10.2530 -11.6266 11.4385 -0.52 -4.53 2.64
H -10.0421 -9.0332 9.6946 -0.07 -1.34 0.65
H -8.8666 -9.9277 10.5119 1.66 -0.29 1.11
H -10.6598 -12.6279 11.4392 0.67 2.69 -0.30
H -9.5382 -11.3902 12.1912 -0.47 -0.15 -1.40
C -5.3261 -8.2055 13.2148 -0.85 3.76 -2.45
O -4.0834 -7.9634 12.4878 -0.98 -0.97 1.07
H -6.1363 -7.7597 12.5205 0.62 -1.45 0.89
H -5.4620 -7.5271 14.0474 0.70 -0.22 0.75
H -5.5099 -9.1930 13.4721 0.04 -1.88 0.21
H -4.1848 -7.0335 12.3209 0.58 0.67 -0.31
C -11.1388 -5.7671 15.3931 -2.44 -0.54 0.34
O -10.2564 -6.7968 15.0304 1.53 0.52 1.60
H -12.0733 -6.2274 15.0655 -0.83 0.76 0.27
H -11.0829 -4.8109 14.8516 0.73 -0.21 0.39
H -11.2836 -5.6515 16.4962 0.85 0.00 -0.88
H -10.4651 -7.0029 14.1380 0.13 -0.42 -1.49
C -5.0558 -12.8037 12.5715 -0.92 -0.13 0.31
O -5.2983 -14.1941 12.6460 0.30 -0.35 -0.47
H -5.9828 -12.2812 12.8463 0.15 0.31 -0.16
H -4.7643 -12.5392 11.5549 -0.05 -0.18 -0.02
H -4.2792 -12.4707 13.2424 0.42 0.08 0.30
H -5.6472 -14.4368 13.5112 0.02 0.37 0.12
C -7.3212 -5.8054 14.5433 0.11 -1.22 0.61
O -6.3155 -5.4805 15.4859 -0.51 0.41 0.31
H -7.5472 -6.8608 14.6564 -0.31 -0.40 0.04
H -6.9056 -5.7458 13.5620 0.38 0.58 -0.75
H -8.2857 -5.3093 14.5980 0.14 0.63 0.27
H -6.6577 -5.7289 16.3645 0.12 0.05 -0.43
C -8.9315 -11.1621 18.5182 1.86 -1.21 -0.22
O -9.8157 -12.0482 19.1327 -1.23 0.12 -0.41
H -8.1035 -11.8219 18.1822 0.20 0.78 -0.12
H -8.6111 -10.6217 19.3513 1.11 1.61 0.79
H -9.2009 -10.5182 17.6659 -0.73 -0.35 0.49
H -10.2125 -12.4083 18.3500 -1.11 -0.88 -0.22
C -12.9090 -8.7120 15.9221 0.24 1.49 -2.01
O -13.0775 -9.9758 16.4542 -0.13 -1.41 -0.34
H -12.2824 -8.1283 16.5813 0.03 0.36 0.42
H -13.8789 -8.1397 15.7313 0.99 -0.85 0.36
H -12.3314 -8.7106 14.9318 -0.84 -0.19 1.23
H -12.7960 -10.6362 15.7882 -0.15 0.63 0.54
C -13.4875 -11.9059 13.6700 -0.18 -0.87 -0.61
O -12.2070 -11.4502 14.0102 2.18 0.51 -0.12
H -14.2646 -11.2020 13.9822 0.28 -0.06 0.14
H -13.5833 -12.8693 14.1741 -0.76 -0.09 -0.17
H -13.5414 -12.0304 12.5871 -0.30 -0.11 0.02
H -11.5259 -11.7306 13.3374 -1.24 0.58 0.78
C -9.0102 -7.6478 18.4682 -3.46 1.86 0.35
O -8.5693 -7.1372 17.3001 2.22 1.31 -3.44
H -8.2230 -7.9350 19.0926 1.09 -0.59 0.87
H -9.7558 -8.3691 18.2808 -0.47 -1.83 0.12
H -9.6577 -6.8656 18.9241 0.64 -0.15 0.76
H -9.1646 -7.0626 16.5177 0.07 -0.48 1.12
```
Forces are in eV/Å.

Calculated values
E	-60846.793	eV
relative energy (zero: lowest compared OMol25 entry of this formula, charge and spin)	39.8	kcal/mol
orbital gap	9.576	eV
max |F|	10.7	eV/Å
HOMO energy	-9.46	eV
LUMO energy	0.114	eV

***

# 2
Formula: C23H90F6FeO22P
Source: OMol25
Level of theory: ωB97M-V with the def2-TZVPD basis set

The geometry in XYZ format:
```
143
Properties=species:S:1:pos:R:3:forces:R:3
Fe -1.5333 4.6879 -3.5839 1.31 -0.73 2.42
P -0.3900 0.6783 0.3069 -1.21 -0.66 1.25
F -1.0534 1.1546 1.7650 1.15 -0.08 -2.05
F -1.8921 0.6590 -0.4351 0.18 -1.02 1.07
F -0.4271 2.1970 -0.2566 1.34 1.66 0.87
F 0.2110 0.2795 -1.1050 0.67 -0.69 -1.00
F 1.2149 0.6417 0.8526 -2.39 1.57 -0.04
F -0.5129 -0.8705 0.8062 -0.33 0.96 -0.72
C -5.7068 1.2105 1.7907 -0.17 -0.20 -2.85
O -6.4053 2.2174 2.4140 -0.32 1.52 3.07
H -5.8745 0.1751 2.0875 -0.35 0.23 0.40
H -6.0460 1.3793 0.7687 0.60 -1.19 -0.69
H -4.6356 1.4112 1.7758 0.08 0.06 0.38
H -7.2146 2.5468 2.0165 0.18 -0.68 -0.38
C 2.4292 -4.6746 2.7409 -0.64 -0.66 0.52
O 3.2756 -4.2409 3.7804 0.27 0.13 -0.29
H 2.0025 -5.5955 3.1385 -0.24 -0.16 -0.36
H 1.6077 -3.9885 2.5346 -0.08 0.23 0.09
H 2.8885 -4.8999 1.7784 0.52 0.08 0.08
H 3.3173 -3.2828 3.7375 0.14 0.40 -0.07
C 2.8125 2.7057 -1.5921 -0.42 1.10 0.14
O 3.1909 3.7466 -2.5403 -0.61 -0.48 -0.07
H 2.8219 1.6635 -1.9111 0.26 0.22 -0.60
H 3.3514 2.7786 -0.6474 0.17 0.13 -0.10
H 1.7791 2.9957 -1.4022 -0.06 -0.40 0.31
H 4.1189 3.7862 -2.7827 0.16 -0.44 0.28
C 0.3562 6.0906 0.9302 0.09 -0.64 -0.35
C 0.9620 7.2424 0.1402 -0.34 0.93 1.49
O 1.3849 6.7853 -1.1303 0.22 -0.24 -0.31
H 1.0791 5.2934 1.1037 0.59 0.25 -0.12
H -0.3817 5.5467 0.3406 -0.49 0.30 -0.01
H -0.0339 6.2654 1.9329 -0.14 0.64 -0.28
H 1.7207 7.7690 0.7192 1.04 -0.87 0.02
H 0.4005 8.1571 -0.0502 -1.47 -0.41 0.14
H 1.5253 7.6073 -1.6060 0.36 -0.19 -0.57
C 4.2265 0.1026 -4.1252 -0.59 0.06 0.05
C 3.6326 -0.3839 -5.4240 1.93 -1.24 -0.50
O 4.1695 -1.7422 -5.5209 -0.95 0.38 0.23
H 3.7430 -0.4824 -3.3428 0.05 0.15 0.26
H 4.0098 1.1609 -3.9800 0.09 0.08 0.14
H 5.2962 -0.0944 -4.0553 -0.09 0.14 -0.24
H 4.0647 0.0956 -6.3024 -0.30 0.71 0.06
H 2.5450 -0.3133 -5.4395 -0.09 -0.28 0.01
H 3.9623 -2.1116 -6.3825 -0.09 -0.01 -0.08
C -4.7916 -0.4247 -1.7150 -0.10 -0.06 -0.87
C -5.6122 -1.7000 -1.7748 0.42 -0.11 0.94
O -5.8553 -2.1764 -3.0813 -0.15 0.56 0.27
H -3.9053 -0.6128 -2.3210 0.01 0.33 -0.36
H -4.3760 -0.1404 -0.7483 -0.53 -0.09 0.26
H -5.4367 0.3402 -2.1473 0.48 0.37 0.04
H -6.5710 -1.5304 -1.2847 -0.04 -0.33 0.04
H -4.9993 -2.4188 -1.2308 -0.42 -0.54 0.28
H -4.9871 -2.4845 -3.3510 0.34 -0.28 -0.38
C 1.3024 1.8399 5.7664 -0.18 -0.04 0.66
C 2.6755 2.3977 5.4279 -0.12 -0.88 -0.89
O 3.5830 1.3788 5.7440 0.86 -0.55 0.89
H 1.0886 0.9426 5.1856 0.01 0.28 -0.53
H 0.4606 2.5312 5.7271 0.03 0.11 -0.17
H 1.3598 1.4270 6.7735 -0.01 0.34 0.30
H 3.0023 3.3011 5.9427 -0.44 0.07 0.18
H 2.7862 2.5429 4.3533 -0.35 0.61 -0.21
H 3.8500 0.9006 4.9555 0.23 0.19 -0.10
C 5.8842 0.7379 -1.1763 -0.74 -0.07 -0.99
C 6.2948 1.5484 0.0109 -0.90 -0.95 -0.54
O 7.4745 0.9097 0.4545 0.40 0.80 0.73
H 4.8904 1.0212 -1.5228 -0.03 0.11 -0.18
H 5.8274 -0.3292 -0.9615 0.25 0.06 0.08
H 6.5890 0.9074 -1.9904 0.03 -0.19 -0.06
H 5.4797 1.5359 0.7344 0.22 -0.07 0.48
H 6.3715 2.5800 -0.3324 0.83 0.26 0.39
H 7.3024 0.5542 1.3294 0.12 0.08 0.07
C 4.2144 -2.9967 -0.0967 -0.89 0.74 1.65
C 3.3154 -1.6931 -0.3368 4.29 -2.28 -2.50
O 2.1816 -1.7299 0.3871 -1.42 -0.29 1.28
H 3.5326 -3.8470 -0.1129 0.15 -0.10 -0.13
H 4.6348 -2.9365 0.9071 -0.34 -0.10 0.46
H 5.1268 -3.2370 -0.6425 -0.46 0.65 -0.97
H 3.1540 -1.8016 -1.4093 -0.57 0.58 -0.38
H 3.9734 -0.8361 -0.1931 -0.35 0.37 0.34
H 1.7110 -0.9169 0.1894 -0.14 -0.07 0.24
C -4.8822 -2.7744 2.2749 0.83 -1.63 0.65
C -3.5503 -3.1524 1.5490 -1.11 1.59 0.71
O -3.3741 -4.5444 1.3391 -0.24 0.93 0.07
H -5.7462 -3.0158 1.6557 -0.07 0.10 0.03
H -4.9734 -1.7819 2.7162 0.35 0.21 -0.53
H -4.8572 -3.4384 3.1390 -0.60 -0.14 0.18
H -2.7347 -2.7906 2.1751 0.20 -0.27 -0.14
H -3.6052 -2.5059 0.6731 0.75 -0.52 -0.77
H -4.1506 -4.8576 0.8694 -0.06 -0.25 -0.15
C 0.4481 -5.9133 -0.9659 -0.12 0.87 -1.11
C -1.0818 -5.7680 -0.6551 3.54 -0.43 0.41
O -1.2874 -7.0772 -0.1759 -2.22 -0.88 0.08
H 0.8868 -5.1222 -1.5740 0.08 0.53 0.28
H 0.5868 -6.7887 -1.6004 -0.29 -0.18 0.08
H 1.0604 -6.0942 -0.0824 -0.18 0.26 0.19
H -1.6036 -5.5120 -1.5772 -0.44 -0.47 0.29
H -1.2484 -5.0337 0.1330 -0.29 0.15 -0.25
H -0.9220 -7.1619 0.7078 -0.03 0.21 0.00
C -1.8896 -2.8210 -5.8156 -1.48 -0.22 -0.34
C -3.3117 -2.7829 -5.1818 2.28 -0.51 0.75
O -3.1515 -2.8630 -3.7385 -0.76 -0.04 -0.63
H -1.4100 -3.7669 -5.5642 0.17 0.22 0.51
H -1.3016 -1.9444 -5.5436 0.15 -0.15 -0.13
H -2.0294 -2.9273 -6.8914 0.21 0.56 -0.21
H -3.7810 -3.7030 -5.5299 -0.60 0.29 0.17
H -3.8710 -1.8723 -5.3966 -0.09 -0.17 -0.33
H -2.2361 -2.6906 -3.5065 0.20 -0.02 0.27
C -0.6392 -2.4885 4.9090 -0.63 -0.50 -0.48
C -0.9100 -1.1519 4.2923 -0.26 0.14 0.45
O 0.1699 -0.7890 3.4495 -0.11 0.37 0.22
H -1.5828 -3.0171 5.0439 -0.02 -0.06 0.45
H -0.1345 -2.3300 5.8621 0.25 -0.59 -0.20
H -0.1006 -3.0666 4.1581 0.43 -0.22 0.46
H -1.0420 -0.4843 5.1438 0.09 0.74 -0.31
H -1.8260 -1.1137 3.7028 -0.18 -0.16 0.03
H -0.2514 -0.6809 2.5936 0.59 0.06 -0.03
O -2.1454 5.4154 -1.7306 0.19 0.52 -1.54
H -2.2865 6.2492 -1.2822 -0.10 0.54 -0.05
H -2.3164 4.7516 -1.0625 -0.50 -1.34 1.49
O -0.7212 -2.2094 -1.6899 -0.38 -0.33 -0.68
H -0.2232 -2.5112 -0.9302 0.18 -0.18 0.24
H -0.6991 -1.2545 -1.6274 0.01 0.00 0.00
O -1.7394 2.7585 -2.7754 -0.18 1.30 -1.59
H -2.6179 2.3796 -2.7445 -1.08 -0.64 0.11
H -1.3281 2.4778 -1.9580 0.83 -0.31 1.18
O 0.3830 5.0135 -2.8954 -1.52 -0.69 -1.69
H 1.2313 4.7361 -3.2415 0.99 -0.51 -0.35
H 0.5908 5.4401 -2.0641 0.27 1.16 1.38
O -4.6889 2.4925 -3.0013 0.92 0.39 -0.05
H -4.5370 3.0650 -3.7532 -0.39 0.08 -0.38
H -5.6418 2.4264 -2.9385 -0.32 -0.21 0.15
O -2.9211 3.8236 0.5051 0.89 0.09 -1.43
H -2.3344 3.2694 1.0197 0.38 -0.34 0.06
H -3.5959 4.0997 1.1254 -0.81 0.53 0.65
O -4.6748 4.3279 2.4216 0.55 0.61 -0.10
H -5.0777 3.4670 2.5347 -0.70 -0.62 0.18
H -5.2799 4.9341 2.8489 -0.03 0.21 0.08
O 5.1227 0.6104 3.4059 0.25 0.47 -0.25
H 5.9983 0.2347 3.4970 0.23 -0.04 0.28
H 4.5498 -0.1452 3.2750 -0.67 -0.68 -0.19
O 2.9533 -1.3585 3.1865 1.04 -0.03 0.47
H 2.6463 -1.4064 2.2811 -0.32 -0.17 -0.73
H 2.1621 -1.1952 3.6998 -0.60 0.21 0.14
```
Forces are in eV/Å.

Calculated values
E	-130329.552	eV
orbital gap (alpha / beta)	3.696 / 3.567	eV
total charge	+1
spin multiplicity	5
max |F|	5.5	eV/Å
HOMO energy (alpha / beta)	-10.53 / -10.53	eV
LUMO energy (alpha / beta)	-6.837 / -6.965	eV